DFT (ωB97M-V/def2-TZVPD) results for a molecular structure, C43H52ClCsN12O4S2 in a non-equilibrium geometry.

Summary:
Gap between HOMO and LUMO, eV: 6.247
E_tot, Ha: -3904.3971
LUMO energy, eV: 0.0
Energy relative to the best compared isomer or geometry (same formula, charge and spin), kcal per mole: 0.00

Cartesian coordinates (Å):
1 Cs 1.285 -2.497 0.147
2 N -1.879 -0.872 1.532
3 N -2.589 -2.002 1.981
4 C -2.168 -3.262 1.749
5 N -2.681 -4.237 2.511
6 N -1.384 -3.394 0.671
7 N -0.871 -4.595 0.371
8 O -0.059 -4.574 -0.556
9 O -1.171 -5.643 0.943
10 H -1.817 -0.909 0.517
11 H -0.924 -0.947 1.895
12 H -3.050 -1.847 2.862
13 H -2.920 -3.978 3.456
14 H -2.258 -5.144 2.372
15 C 1.388 -2.176 -3.760
16 C 2.669 -2.537 -3.054
17 N 3.522 -3.337 -3.734
18 O 2.917 -2.154 -1.918
19 H 1.494 -2.181 -4.844
20 H 1.062 -1.194 -3.426
21 H 0.610 -2.896 -3.491
22 H 3.287 -3.710 -4.635
23 H 4.342 -3.677 -3.262
24 N 0.984 0.530 0.670
25 S 2.037 0.347 1.835
26 C 3.530 1.255 1.414
27 C 3.551 2.644 1.361
28 C 4.692 3.290 0.919
29 C 5.806 2.551 0.535
30 C 5.780 1.167 0.592
31 C 4.636 0.513 1.032
32 C 1.526 1.320 3.251
33 C 2.397 1.516 4.315
34 C 1.960 2.229 5.418
35 C 0.663 2.733 5.454
36 C -0.200 2.515 4.393
37 C 0.228 1.795 3.284
38 H 0.848 1.527 0.505
39 H 2.683 3.212 1.679
40 H 4.718 4.372 0.879
41 H 6.698 3.060 0.193
42 H 6.648 0.593 0.295
43 H 4.600 -0.570 1.073
44 H 3.404 1.119 4.281
45 H 2.629 2.388 6.253
46 H 0.326 3.288 6.320
47 H -1.214 2.892 4.427
48 H -0.443 1.589 2.458
49 N -0.723 -9.056 -2.958
50 C -1.131 -7.987 -2.849
51 C -1.639 -6.649 -2.737
52 C -2.676 -6.339 -1.865
53 C -3.110 -5.028 -1.811
54 C -2.489 -4.088 -2.618
55 N -1.502 -4.375 -3.466
56 C -1.088 -5.634 -3.515
57 H -3.113 -7.107 -1.242
58 H -3.907 -4.732 -1.142
59 H -2.796 -3.050 -2.585
60 H -0.283 -5.863 -4.203
61 S 0.240 -2.447 3.617
62 C 1.372 -3.758 3.320
63 C 1.007 -5.105 3.447
64 C 1.893 -6.131 3.159
65 C 3.190 -5.857 2.742
66 C 3.585 -4.530 2.629
67 C 2.694 -3.506 2.915
68 H 0.002 -5.339 3.777
69 H 1.565 -7.159 3.258
70 H 3.878 -6.661 2.516
71 H 4.595 -4.288 2.317
72 H 3.011 -2.471 2.833
73 C -0.410 3.816 -0.287
74 C 0.067 4.353 -1.635
75 C 0.269 5.867 -1.460
76 C 1.448 3.770 -1.963
77 C -0.933 4.091 -2.817
78 O -0.413 4.824 -3.948
79 C -2.380 4.611 -2.616
80 C -3.543 3.758 -2.069
81 C -3.642 3.587 -0.576
82 C -3.964 4.675 0.233
83 C -4.047 4.550 1.610
84 C -3.813 3.312 2.187
85 Cl -3.942 3.140 3.916
86 C -3.501 2.209 1.412
87 C -3.430 2.357 0.034
88 C -0.892 2.684 -3.467
89 N -1.342 1.484 -2.768
90 C -0.689 0.641 -1.951
91 N -1.427 -0.422 -1.691
92 C -2.555 -0.178 -2.407
93 N -2.545 0.946 -3.083
94 H 0.400 3.917 0.441
95 H -0.707 2.769 -0.321
96 H -1.256 4.383 0.098
97 H 0.892 6.037 -0.580
98 H -0.668 6.400 -1.291
99 H 0.786 6.313 -2.311
100 H 2.178 4.144 -1.243
101 H 1.774 4.070 -2.960
102 H 1.481 2.684 -1.900
103 H -0.583 5.760 -3.805
104 H -2.683 4.884 -3.631
105 H -2.335 5.547 -2.054
106 H -3.567 2.786 -2.557
107 H -4.448 4.277 -2.396
108 H -4.153 5.643 -0.221
109 H -4.302 5.397 2.233
110 H -3.298 1.247 1.865
111 H -3.182 1.492 -0.571
112 H 0.125 2.518 -3.814
113 H -1.527 2.742 -4.349
114 H 0.300 0.806 -1.558
115 H -3.405 -0.839 -2.433

Atomic forces in eV per Å
Cs 0.67 1.23 0.98
N 0.03 -0.04 0.00
N 0.02 0.02 -0.01
C 0.01 0.01 0.00
N 0.02 0.03 0.09
N -0.38 -0.15 -0.05
N -0.33 -0.34 -0.05
O -0.75 -1.18 -0.35
O -0.05 -0.01 -0.02
H -0.02 0.00 0.00
H -0.02 0.00 0.00
H -0.03 0.01 -0.01
H 0.02 -0.01 0.01
H -0.02 -0.01 -0.02
C 0.00 0.02 0.01
C 0.03 0.01 -0.06
N -0.01 -0.02 0.00
O 0.58 0.12 -0.86
H 0.00 0.00 0.00
H 0.01 0.00 -0.01
H -0.01 0.00 0.00
H 0.00 0.00 0.00
H 0.00 0.00 0.00
N 0.05 -0.01 0.01
S 0.16 0.16 0.08
C -0.04 0.07 0.02
C 0.00 0.01 0.01
C 0.01 0.00 -0.01
C 0.00 0.01 0.01
C -0.01 -0.01 0.00
C 0.00 -0.01 -0.02
C -0.06 -0.07 0.03
C 0.00 -0.02 0.00
C 0.00 0.01 0.00
C 0.01 -0.01 0.01
C 0.00 0.00 -0.01
C 0.00 0.02 0.00
H -0.08 0.09 0.01
H 0.00 -0.01 -0.01
H 0.00 0.00 0.00
H 0.00 0.00 0.00
H 0.00 0.00 0.00
H 0.00 0.00 0.00
H 0.00 0.00 0.00
H 0.00 0.00 0.00
H 0.00 0.00 0.00
H 0.01 0.00 0.00
H 0.00 0.00 0.00
N 0.00 0.00 0.00
C 0.00 0.00 0.00
C 0.01 -0.01 0.00
C 0.02 0.01 0.03
C 0.00 0.00 0.01
C 0.02 -0.01 -0.06
N 0.02 0.00 0.04
C -0.01 0.02 -0.03
H 0.00 0.00 0.00
H 0.01 0.00 0.00
H 0.02 0.01 0.03
H 0.00 0.00 0.01
S 0.09 0.03 0.04
C -0.03 0.10 0.00
C -0.02 -0.02 -0.02
C 0.00 0.01 0.00
C -0.01 0.01 -0.02
C -0.03 -0.01 -0.01
C 0.04 0.04 0.08
H 0.00 0.01 0.00
H 0.00 0.00 0.00
H 0.00 0.00 0.00
H 0.00 -0.01 0.01
H 0.04 0.01 0.05
C 0.01 -0.04 -0.01
C 0.00 -0.01 -0.01
C -0.01 0.04 0.02
C -0.03 0.00 -0.03
C -0.02 -0.02 0.01
O 0.03 0.01 -0.08
C -0.05 0.03 0.01
C 0.01 0.00 -0.02
C 0.02 0.02 -0.01
C 0.04 0.01 0.02
C -0.01 0.00 -0.01
C 0.00 -0.01 -0.01
Cl -0.01 0.01 0.00
C 0.00 0.01 0.03
C 0.09 -0.01 -0.01
C 0.02 -0.01 0.01
N 0.01 0.04 0.05
C -0.04 0.01 0.01
N -0.07 0.06 0.02
C 0.05 -0.05 -0.07
N 0.05 -0.09 -0.03
H 0.00 -0.03 0.00
H -0.03 -0.06 -0.02
H -0.07 -0.01 0.00
H 0.00 0.00 -0.01
H 0.01 0.01 0.00
H 0.01 0.01 0.02
H 0.01 0.00 0.02
H -0.01 -0.01 0.01
H -0.04 -0.13 0.01
H 0.00 -0.02 0.00
H -0.01 0.01 0.01
H -0.03 -0.02 0.01
H -0.01 0.09 0.03
H -0.01 0.01 0.00
H 0.00 0.00 0.00
H 0.00 0.00 0.00
H 0.01 -0.01 0.01
H -0.01 0.03 0.03
H 0.02 -0.04 0.02
H 0.02 0.03 -0.01
H 0.08 0.06 0.01
H 0.00 0.00 0.01

DFT (ωB97M-V/def2-TZVPD) results for C4H12N6 in the gas phase in a non-equilibrium geometry.

Summary:
Gap between HOMO and LUMO, eV: 7.929
E_tot, Ha: -487.9639
LUMO energy, eV: 0.9
Energy relative to the best compared isomer or geometry (same formula, charge and spin), kcal per mole: 63.34

Cartesian coordinates (Å):
1 C -1.188 0.230 -1.752
2 N 0.941 0.718 1.224
3 N -0.502 -0.155 -0.506
4 C -0.196 1.095 0.633
5 C 1.079 -0.520 -0.704
6 N 0.745 -0.277 2.275
7 N -1.309 -1.160 0.158
8 N 1.375 -1.768 -0.187
9 C -0.928 2.196 0.623
10 N 1.779 0.010 -1.614
11 H 1.672 -0.427 2.662
12 H 0.194 0.138 3.029
13 H -0.921 -1.237 1.099
14 H -1.109 -2.051 -0.296
15 H 2.319 -2.035 -0.432
16 H 1.057 -2.001 0.748
17 H 1.443 0.895 -1.968
18 H -2.230 0.441 -1.521
19 H -0.712 1.111 -2.169
20 H -1.130 -0.589 -2.473
21 H -0.630 3.035 1.233
22 H -1.749 2.350 -0.062

Atomic forces in eV per Å
C 0.22 -0.30 -0.13
N -0.58 0.78 0.04
N 0.40 0.59 0.59
C 1.64 -0.92 0.72
C -1.04 -0.56 -0.69
N -0.31 -0.30 -0.08
N 0.48 0.10 -0.11
N -0.31 0.24 -0.42
C -0.28 -0.16 -0.82
N -0.15 -0.02 0.67
H -0.12 0.08 -0.04
H 0.15 0.07 -0.05
H -0.04 0.11 0.01
H -0.05 0.05 -0.10
H -0.11 0.01 0.23
H 0.27 0.40 -0.11
H -0.19 -0.03 -0.03
H 0.11 -0.01 0.09
H 0.03 0.03 0.00
H -0.05 0.05 0.04
H -0.02 -0.17 0.25
H -0.07 -0.05 -0.07

DFT (ωB97M-V/def2-TZVPD) results for a molecular structure, C33H28F12N3O7STc.

Summary:
Gap between HOMO and LUMO (alpha / beta), eV: 7.430 / 7.382
Charge: -1
Multiplicity: 4
E_tot, Ha: -3642.8010
LUMO energy (alpha / beta), eV: 2.4 / 2.1
Energy relative to the best compared isomer or geometry (same formula, charge and spin), kcal per mole: 27.98

Cartesian coordinates (Å):
1 Tc 1.207 0.579 -0.841
2 C -1.646 -1.371 5.371
3 C -1.313 -0.915 3.981
4 C -1.984 0.295 3.498
5 C -1.576 0.928 2.404
6 C -0.594 0.350 1.428
7 N 0.369 1.272 0.854
8 C 0.852 2.375 1.576
9 C 0.430 2.648 2.893
10 C 0.602 3.875 3.502
11 C 1.254 4.914 2.857
12 C 1.403 6.280 3.467
13 C 1.870 4.582 1.663
14 C 1.764 3.330 1.063
15 C 2.799 2.986 0.005
16 O 2.725 1.704 -0.447
17 C 2.773 3.999 -1.193
18 F 3.240 3.446 -2.310
19 F 3.532 5.099 -0.952
20 F 1.534 4.446 -1.435
21 C 4.222 3.020 0.661
22 F 4.305 2.072 1.600
23 F 4.565 4.180 1.256
24 F 5.164 2.769 -0.263
25 C -0.073 -1.123 1.822
26 C -0.399 -1.532 3.232
27 C 1.413 -1.445 1.415
28 O 1.828 -0.932 0.217
29 C 2.390 -0.964 2.533
30 F 2.017 0.228 3.022
31 F 3.637 -0.843 2.087
32 F 2.420 -1.820 3.585
33 C 1.627 -2.998 1.248
34 F 2.921 -3.330 1.382
35 F 0.939 -3.747 2.139
36 F 1.247 -3.411 0.036
37 H -1.359 -0.613 6.104
38 H -1.134 -2.300 5.618
39 H -2.722 -1.529 5.482
40 H -2.780 0.717 4.100
41 H -2.034 1.859 2.094
42 H -0.035 1.873 3.471
43 H 0.216 4.014 4.507
44 H 0.687 6.427 4.276
45 H 1.236 7.065 2.727
46 H 2.404 6.427 3.878
47 H 2.506 5.320 1.189
48 H 0.112 -2.387 3.648
49 O 0.452 1.954 -2.257
50 S 1.054 1.272 -3.462
51 O 1.347 2.102 -4.573
52 O 2.162 0.478 -2.882
53 O -0.034 0.252 -3.928
54 N -2.332 -2.284 1.147
55 C -3.337 -1.349 0.794
56 C -2.827 -0.211 0.327
57 N -1.407 -0.273 0.335
58 C -1.072 -1.648 0.739
59 H -2.364 -2.571 2.119
60 H -4.378 -1.624 0.868
61 H -3.353 0.652 -0.047
62 H -0.614 -2.208 -0.071
63 C -2.761 -5.374 -5.264
64 C -2.236 -4.112 -4.635
65 C -3.080 -3.058 -4.330
66 C -2.601 -1.885 -3.749
67 C -3.584 -0.776 -3.464
68 C -1.240 -1.772 -3.462
69 C -0.721 -0.513 -2.809
70 O 0.105 -0.764 -1.787
71 C -0.364 -2.824 -3.772
72 C 1.116 -2.753 -3.505
73 C -0.883 -3.972 -4.353
74 H -3.845 -5.339 -5.369
75 H -2.508 -6.249 -4.662
76 H -2.331 -5.527 -6.256
77 H -4.139 -3.142 -4.546
78 H -4.583 -1.077 -3.781
79 H -3.326 0.141 -3.997
80 H -3.630 -0.541 -2.400
81 H -1.533 0.162 -2.521
82 H 1.323 -2.689 -2.439
83 H 1.562 -1.870 -3.959
84 H 1.607 -3.639 -3.911
85 H -0.205 -4.786 -4.589

Atomic forces in eV per Å
Tc -0.01 0.14 0.33
C -0.01 -0.02 0.01
C -0.02 0.03 -0.02
C 0.00 0.02 -0.04
C -0.06 -0.04 0.04
C 0.02 -0.04 0.00
N 0.12 0.13 -0.03
C 0.00 -0.01 0.04
C 0.03 0.06 0.01
C -0.02 0.00 -0.01
C 0.02 -0.05 -0.03
C -0.01 0.04 0.01
C -0.01 0.03 0.02
C -0.02 0.03 0.07
C 0.07 0.04 0.04
O -0.07 0.07 -0.05
C 0.00 0.02 -0.03
F -0.03 0.03 0.04
F -0.06 -0.05 -0.02
F 0.06 -0.05 -0.01
C 0.08 0.03 0.02
F -0.02 0.05 -0.03
F -0.01 -0.10 -0.04
F -0.03 0.01 0.04
C -0.01 -0.01 0.05
C 0.00 -0.04 0.03
C -0.06 -0.07 0.01
O 0.11 -0.05 0.07
C 0.05 0.01 0.05
F 0.05 -0.07 -0.01
F -0.07 0.00 0.05
F 0.04 0.05 -0.05
C 0.00 -0.02 0.01
F -0.08 0.02 -0.03
F 0.06 0.03 -0.07
F 0.01 0.00 0.07
H 0.00 0.01 0.01
H 0.02 0.00 0.01
H -0.01 -0.01 -0.01
H -0.01 0.01 0.01
H 0.00 0.02 -0.01
H 0.03 0.02 0.00
H 0.00 0.00 0.01
H 0.00 0.00 0.01
H 0.00 0.00 -0.01
H 0.01 0.00 0.00
H 0.00 0.01 0.02
H 0.00 0.01 -0.01
O -0.04 0.05 -0.12
S 0.08 -0.15 0.19
O 0.01 0.04 -0.01
O -0.06 0.08 -0.18
O 0.02 0.01 -0.18
N 0.02 -0.10 -0.02
C -0.03 0.06 -0.02
C -0.10 -0.05 -0.02
N 0.11 -0.01 -0.09
C 0.06 0.00 -0.01
H 0.00 0.05 0.01
H -0.01 0.00 0.00
H -0.01 0.02 -0.01
H -0.04 0.00 -0.03
C 0.00 -0.02 -0.01
C -0.02 0.01 0.00
C 0.03 -0.01 0.02
C 0.00 -0.04 -0.04
C -0.03 0.04 0.00
C -0.07 0.06 -0.04
C -0.14 0.01 0.10
O -0.05 -0.32 -0.16
C 0.03 0.04 0.04
C 0.04 -0.06 -0.02
C -0.01 -0.02 0.02
H -0.01 0.00 0.00
H 0.00 0.00 0.01
H 0.00 0.00 0.00
H -0.01 0.00 0.00
H 0.00 0.01 0.00
H 0.02 0.00 0.01
H 0.01 0.00 0.02
H 0.04 0.01 -0.02
H 0.00 -0.02 -0.01
H 0.00 0.03 0.02
H 0.00 0.00 -0.02
H 0.00 -0.01 -0.01